Record 1
A structure of composition C47H53EuFN8O5SSi in a non-equilibrium geometry, computed with the ωB97M-V functional and the def2-TZVPD basis.

Last column: Löwdin charge in e.
Positions of all 117 atoms, in Å:
Eu  -0.2634  -0.3060  -0.2052  1.894
N  -0.2242  -2.6921  0.8572  -0.097
C  0.0866  -2.9704  2.2521  -0.248
C  1.3317  -2.1571  2.6002  -0.224
N  1.0847  -0.7477  2.3126  -0.097
C  0.5804  0.0301  3.4436  -0.201
C  -0.8893  0.4093  3.2804  -0.246
N  -1.0675  1.0981  2.0051  -0.036
H  -1.1035  -3.1109  0.5762  0.074
H  0.5122  -3.0827  0.2605  -0.025
H  0.2780  -4.0338  2.4465  0.106
H  -0.7540  -2.6480  2.8739  0.101
H  2.1484  -2.5117  1.9679  0.088
H  1.6065  -2.3181  3.6523  0.109
H  1.9218  -0.3055  1.9518  0.084
H  1.1478  0.9567  3.5327  0.087
H  0.7029  -0.5264  4.3814  0.116
H  -1.1751  1.0287  4.1434  0.108
H  -1.5206  -0.4845  3.2743  0.097
H  -0.4005  1.8614  1.9290  0.040
H  -2.0062  1.4690  1.9261  0.072
C  -6.8152  -1.8604  -4.1607  -0.049
C  -7.0423  -1.9104  -2.6510  -0.316
C  -8.2632  -1.0637  -2.3032  -0.154
C  -8.5165  -1.0963  -0.8046  -0.138
C  -7.2832  -0.6326  -0.0788  -0.144
C  -7.3947  0.0126  1.1372  0.035
C  -6.2515  0.3930  1.8204  -0.262
F  -6.3881  1.0366  3.0042  0.045
C  -5.0055  0.1077  1.3353  0.071
C  -4.8702  -0.5277  0.1021  -0.042
C  -3.5126  -0.8897  -0.3457  -0.342
O  -2.5649  -0.8790  0.4670  -0.130
C  -3.4792  -1.5060  -1.6586  -0.040
C  -4.6179  -1.7146  -2.3465  0.025
N  -5.8757  -1.4478  -1.8909  0.018
C  -6.0152  -0.8709  -0.6382  -0.072
C  -2.1699  -1.8497  -2.3590  -0.606
O  -2.2113  -2.1050  -3.5642  0.015
O  -1.1330  -1.8718  -1.6277  -0.213
H  -7.7635  -2.0497  -4.6629  0.079
H  -6.1051  -2.6105  -4.5001  0.075
H  -6.4541  -0.8751  -4.4559  0.099
H  -7.2486  -2.9508  -2.3616  0.154
H  -9.1276  -1.4492  -2.8452  0.116
H  -8.0862  -0.0336  -2.6236  0.134
H  -8.7532  -2.1206  -0.4970  0.125
H  -9.3675  -0.4666  -0.5409  0.115
H  -8.3706  0.2118  1.5597  0.124
H  -4.1071  0.3577  1.8809  0.121
H  -4.5212  -2.1292  -3.3372  0.122
C  -1.3495  2.5237  -2.1515  -0.100
C  -1.8495  1.3484  -1.2875  -0.378
O  -3.0856  1.1222  -1.3393  -0.097
H  -2.1874  3.0701  -2.5832  0.056
H  -0.7313  2.1071  -2.9513  0.051
H  -0.7152  3.1866  -1.5626  0.028
C  2.6692  -1.9110  -4.7954  -0.025
N  2.2087  -0.8500  -3.9368  -0.140
C  2.9221  0.2486  -3.5265  -0.070
C  2.1376  0.8922  -2.6196  -0.155
N  0.9636  0.1980  -2.4512  -0.038
C  1.0470  -0.8384  -3.2629  -0.241
H  3.4946  -1.5554  -5.4087  0.085
H  1.8553  -2.2457  -5.4368  0.093
H  3.0131  -2.7536  -4.1915  0.081
H  3.9065  0.4648  -3.9008  0.114
H  2.3362  1.7984  -2.0748  0.089
H  0.2811  -1.5873  -3.3834  0.110
O  1.2784  1.5033  0.4321  -0.452
Si  2.3614  2.5842  0.8156  0.416
C  2.2799  3.0109  2.6858  -0.216
C  1.2035  3.7287  3.2118  -0.109
C  1.0765  3.9659  4.5730  -0.095
C  2.0321  3.4723  5.4503  -0.106
C  3.1146  2.7607  4.9543  -0.095
C  3.2330  2.5379  3.5897  -0.105
C  2.1163  4.2488  -0.0785  -0.203
C  3.1620  4.9863  -0.6338  -0.091
C  2.9445  6.2287  -1.2133  -0.098
C  1.6645  6.7610  -1.2591  -0.107
C  0.6021  6.0286  -0.7477  -0.092
C  0.8321  4.7889  -0.1711  -0.124
C  4.1617  2.0453  0.5667  -0.234
C  5.2873  2.7926  0.9249  -0.131
C  6.5685  2.2940  0.7469  -0.105
C  6.7557  1.0222  0.2207  -0.102
C  5.6537  0.2558  -0.1286  -0.072
C  4.3772  0.7747  0.0396  -0.100
H  0.4462  4.1104  2.5348  0.091
H  0.2382  4.5395  4.9501  0.097
H  1.9357  3.6439  6.5154  0.093
H  3.8706  2.3832  5.6326  0.097
H  4.0836  1.9791  3.2168  0.097
H  4.1661  4.5807  -0.6171  0.084
H  3.7785  6.7854  -1.6250  0.095
H  1.4961  7.7366  -1.6987  0.093
H  -0.4032  6.4300  -0.7961  0.099
H  -0.0077  4.2167  0.2106  0.087
H  5.1604  3.7774  1.3645  0.103
H  7.4276  2.8971  1.0200  0.093
H  7.7576  0.6317  0.0847  0.093
H  5.7665  -0.7490  -0.5166  0.091
H  3.5232  0.1806  -0.2517  0.035
C  2.8829  -6.9882  0.9412  -0.047
C  3.5754  -5.7658  0.4047  -0.367
C  4.9527  -5.7533  0.1990  -0.058
C  5.4757  -4.5849  -0.3343  -0.174
N  4.7346  -3.5460  -0.6687  0.030
C  3.3979  -3.6370  -0.4538  -0.845
S  2.3963  -2.3693  -1.0069  0.632
N  2.8158  -4.7200  0.1199  0.077
H  3.5473  -7.8507  0.9032  0.065
H  1.9896  -7.1896  0.3525  0.075
H  2.5719  -6.8227  1.9738  0.074
H  5.5735  -6.6064  0.4339  0.088
H  6.5433  -4.4856  -0.5195  0.097

For the HOMO-LUMO gap (alpha / beta), the calculation gives 6.44 / 6.41 eV. As for the expectation value of S²: 12.016. Its spin multiplicity is 7. As for the largest force on an atom: 1.6 eV/A. As for the charge: -1. Its LUMO energy (alpha / beta) is 2.22 / 2.22 eV. Its HOMO energy (alpha / beta) is -4.220 / -4.193 eV.


Record 2
A structure of composition C47H53FInN4O4Si in a non-equilibrium geometry, computed with the ωB97M-V functional and the def2-TZVPD basis.

Last column: Löwdin charge in e.
Positions of all 111 atoms, in Å:
In  -0.4276  0.1171  0.8996  0.859
C  -0.8649  3.0913  -1.8428  -0.060
C  -1.1208  2.1790  -3.0404  -0.360
C  0.2005  1.7225  -3.6636  -0.051
C  -2.0695  1.0281  -2.7405  -0.147
C  -3.3059  1.0353  -3.3821  -0.057
C  -4.2326  0.0217  -3.1887  -0.091
C  -3.9158  -1.0288  -2.3470  -0.045
C  -2.6884  -1.0838  -1.6930  -0.140
C  -2.4171  -2.2643  -0.7759  -0.363
C  -3.3829  -2.2740  0.4111  -0.041
C  -2.4798  -3.5963  -1.5258  -0.046
C  -1.7594  -0.0413  -1.8783  -0.200
N  -0.5078  -0.0392  -1.1862  -0.009
C  0.4177  -0.9997  -1.6107  -0.228
C  1.4500  -1.3268  -0.7766  -0.206
N  1.5563  -0.7089  0.4612  -0.003
C  2.5294  -1.2804  1.3233  -0.173
C  3.8074  -0.6870  1.4082  -0.131
C  4.7662  -1.2727  2.2322  -0.060
C  4.5027  -2.4197  2.9599  -0.091
C  3.2539  -3.0038  2.8624  -0.055
C  2.2606  -2.4586  2.0547  -0.136
C  0.9340  -3.1942  1.9708  -0.365
C  0.2616  -3.3026  3.3412  -0.057
C  1.0999  -4.5872  1.3567  -0.049
C  4.2955  0.4875  0.5635  -0.358
C  3.3301  1.6412  0.3126  -0.075
C  4.8665  -0.0131  -0.7680  -0.058
C  2.2233  -2.4278  -1.3943  -0.082
C  3.3382  -3.1601  -1.0850  -0.020
C  3.7880  -4.1483  -2.0077  -0.075
C  3.1586  -4.3895  -3.2000  -0.040
C  2.0038  -3.6337  -3.5523  -0.172
C  1.2392  -3.7430  -4.7520  -0.045
C  0.1593  -2.9228  -4.9378  -0.083
C  -0.2534  -1.9537  -3.9766  -0.017
C  0.4524  -1.8410  -2.8068  -0.085
C  1.5811  -2.6953  -2.6342  -0.089
H  -0.3136  3.9811  -2.1633  0.077
H  -0.2755  2.5869  -1.0829  0.044
H  -1.7994  3.4195  -1.3808  0.076
H  -1.6398  2.7814  -3.7949  0.119
H  0.8149  1.1936  -2.9356  0.069
H  0.7627  2.5928  -4.0138  0.076
H  0.0346  1.0594  -4.5154  0.076
H  -3.5403  1.8561  -4.0523  0.104
H  -5.1876  0.0480  -3.6995  0.095
H  -4.6348  -1.8260  -2.1932  0.107
H  -1.4008  -2.1684  -0.3847  0.100
H  -4.4170  -2.3691  0.0697  0.082
H  -3.3175  -1.3669  1.0096  0.048
H  -3.1686  -3.1125  1.0773  0.089
H  -3.4988  -3.8114  -1.8591  0.074
H  -2.1683  -4.4119  -0.8687  0.077
H  -1.8272  -3.5913  -2.3987  0.070
H  5.7464  -0.8099  2.2933  0.107
H  5.2652  -2.8537  3.5959  0.094
H  3.0448  -3.9110  3.4188  0.104
H  0.2740  -2.6260  1.3107  0.098
H  0.9178  -3.8075  4.0551  0.070
H  -0.6599  -3.8861  3.2658  0.081
H  -0.0028  -2.3254  3.7380  0.066
H  1.6802  -5.2376  2.0174  0.076
H  1.6045  -4.5446  0.3914  0.066
H  0.1213  -5.0521  1.2114  0.075
H  5.1324  0.9075  1.1334  0.121
H  2.5833  1.3981  -0.4422  0.070
H  3.9030  2.5064  -0.0402  0.077
H  2.7961  1.9274  1.2149  0.047
H  4.0665  -0.3871  -1.4091  0.072
H  5.5873  -0.8208  -0.6219  0.076
H  5.3646  0.8053  -1.2953  0.075
H  3.8831  -3.0132  -0.1606  0.106
H  4.6666  -4.7278  -1.7484  0.095
H  3.5354  -5.1503  -3.8744  0.101
H  1.5153  -4.4692  -5.5080  0.099
H  -0.4141  -3.0089  -5.8537  0.094
H  -1.1203  -1.3381  -4.1836  0.105
C  2.8675  5.0244  2.4186  -0.188
Si  1.0093  4.9066  2.2075  0.420
C  0.4608  6.0514  0.8248  -0.188
C  0.1620  5.4097  3.8078  -0.193
C  0.5452  3.1868  1.7976  -0.195
C  0.2322  2.0478  1.5006  -0.145
H  3.1701  6.0464  2.6620  0.025
H  3.3766  4.7225  1.5009  0.021
H  3.2100  4.3646  3.2186  0.032
H  0.5719  7.0982  1.1195  0.023
H  -0.5846  5.8756  0.5630  0.026
H  1.0581  5.8826  -0.0740  0.027
H  0.3927  6.4475  4.0615  0.023
H  0.4887  4.7747  4.6340  0.027
H  -0.9228  5.3132  3.7205  0.023
F  -6.9779  3.3650  2.7405  0.083
C  -5.8458  2.9118  2.1886  -0.185
C  -4.8089  2.5414  2.9439  0.060
N  -3.6322  2.1031  2.3845  0.024
C  -2.5247  1.5658  3.1720  -0.033
C  -2.4954  0.0301  3.0432  -0.621
O  -3.5363  -0.5709  3.2385  0.067
O  -1.3488  -0.4923  2.7287  -0.105
C  -3.5365  1.8949  1.0404  -0.414
O  -2.5766  1.3348  0.5289  0.047
N  -4.5918  2.3237  0.2745  0.249
C  -5.8069  2.8303  0.7304  -0.392
O  -6.7000  3.1434  -0.0213  0.100
H  -4.8412  2.5819  4.0225  0.149
H  -2.6738  1.8500  4.2125  0.138
H  -1.6054  2.0201  2.8164  0.070
H  -4.4996  2.1520  -0.7209  0.168

For the HOMO-LUMO gap, the calculation gives 5.88 eV. The value obtained for the energy relative to the best compared isomer or geometry (same formula, charge and spin) is 0.0 kcal/mol. As for the largest force on an atom: 1.2 eV/A. As for the charge: -1. Its LUMO energy is 2.27 eV. Its HOMO energy is -3.603 eV.


- Which value of charge does entry 1 give?
  -1


- Which value of charge does entry 2 give?
  -1